Record 1
This record from the OMol25 dataset describes a molecular structure, C44H40N4P2S2V in a non-equilibrium geometry. The level of theory is ωB97M-V with the def2-TZVPD basis set.

The geometry in XYZ format:
```
93
Properties=species:S:1:pos:R:3:forces:R:3
V -0.00297 0.35807 0.31549 0.394 -2.601 0.582
C -2.38598 1.80733 1.72849 -0.347 -0.286 0.677
C -2.29865 0.44785 2.41922 -0.061 0.044 -0.201
C -0.94558 0.12054 2.99483 -0.474 0.070 0.483
C -0.87115 -0.51772 4.22747 0.328 -0.069 0.107
C 0.36280 -0.79108 4.79335 -0.169 0.078 -0.211
C 1.49981 -0.33462 4.13837 -0.102 0.192 -0.099
C 1.34894 0.28699 2.91526 0.590 0.015 0.485
N 0.16508 0.44777 2.31227 -0.166 -0.336 1.059
N -1.40957 1.95694 0.64910 0.031 0.374 -0.245
C -2.03319 1.93744 -0.66968 -0.480 -0.138 -0.746
C -2.19519 0.50629 -1.12395 -1.611 0.638 -0.484
C -3.43836 -0.00227 -1.36529 0.415 0.922 0.412
C -3.55482 -1.35280 -1.80419 0.527 -0.738 -0.468
C -2.44555 -2.02282 -2.13853 -0.682 0.481 -0.363
C -1.07764 -1.39459 -2.04750 0.045 -0.471 -0.770
N -1.03336 -0.17680 -1.22651 0.061 -0.246 -0.670
C -0.59620 3.15350 0.82546 0.135 0.317 0.080
C 0.59338 3.07266 -0.08293 0.045 0.344 0.074
C 1.15234 4.19410 -0.65859 0.046 0.050 0.115
C 2.28341 4.07893 -1.45918 0.098 -0.840 0.104
C 2.80212 2.79709 -1.63346 -0.054 1.107 -0.114
C 2.18651 1.72813 -1.03148 0.103 -0.677 -0.074
N 1.07208 1.81618 -0.27863 0.952 2.757 -0.855
H -2.23342 2.59639 2.47397 -0.006 -0.019 -0.152
H -3.40481 1.91584 1.33408 0.206 0.054 0.041
H -2.58075 -0.32877 1.70029 -0.095 0.210 0.099
H -3.03195 0.42491 3.22814 0.005 -0.029 -0.018
H -1.77909 -0.81948 4.72696 -0.098 0.013 -0.014
H 0.43479 -1.33194 5.72450 0.008 0.004 0.104
H 2.48221 -0.46054 4.56549 0.097 -0.003 -0.029
H 2.20789 0.66233 2.36890 -0.017 -0.128 0.057
H -1.36781 2.44178 -1.38278 -0.080 -0.061 0.159
H -3.00041 2.46487 -0.67378 0.153 -0.066 0.020
H -4.31899 0.60302 -1.21500 -0.020 0.150 0.029
H -4.52757 -1.81569 -1.86626 -0.125 -0.112 -0.094
H -2.48887 -3.00823 -2.57379 -0.055 -0.049 0.059
H -0.78984 -1.09722 -3.08227 -0.130 -0.077 0.225
H -0.24207 3.17928 1.86521 -0.086 -0.015 -0.175
H -1.18092 4.06870 0.63207 0.169 -0.105 0.086
H 0.71299 5.16271 -0.47014 -0.109 0.035 0.023
H 2.74554 4.94201 -1.90718 0.041 0.125 -0.090
H 3.68535 2.62653 -2.22843 0.065 -0.058 -0.064
H 2.61261 0.74239 -1.14657 -0.130 0.120 0.077
S -1.72002 -2.37176 1.09013 -0.067 0.375 0.417
P -0.74065 -3.41662 -0.25142 0.122 -0.530 -0.777
C -0.09648 -2.50929 -1.67710 0.905 0.432 1.586
P 1.56488 -2.05020 -1.31878 -0.260 -0.927 -1.090
S 2.10778 -1.10009 0.35768 0.015 0.040 0.222
C 2.42493 -3.65757 -1.38487 0.168 0.183 0.062
C 3.31102 -4.09909 -0.41426 -0.016 0.136 -0.121
C 3.90525 -5.34306 -0.54503 0.109 -0.035 0.079
C 3.63508 -6.13245 -1.64942 0.072 -0.085 -0.060
C 2.78431 -5.67173 -2.64276 -0.039 -0.037 -0.058
C 2.18283 -4.43485 -2.51097 -0.033 -0.011 -0.005
C 2.38228 -1.21176 -2.73749 -0.128 -0.025 0.283
C 3.71146 -1.54990 -2.97905 0.033 -0.041 0.020
C 4.41371 -0.96443 -4.01491 0.076 0.022 -0.056
C 3.79631 -0.02972 -4.82931 -0.030 0.081 -0.004
C 2.49282 0.35250 -4.56197 -0.034 0.116 -0.115
C 1.79351 -0.21908 -3.51202 -0.192 -0.145 0.076
C 0.44422 -4.42800 0.72178 -0.180 0.134 0.018
C 1.03742 -3.80465 1.81543 -0.070 0.179 0.096
C 1.80301 -4.52238 2.71006 0.010 0.015 0.038
C 1.93938 -5.89193 2.55676 0.041 -0.078 0.025
C 1.32039 -6.52592 1.49315 0.057 -0.196 0.055
C 0.58417 -5.80175 0.57102 0.010 0.134 -0.166
C -1.82352 -4.69808 -0.98050 0.050 0.095 0.215
C -1.40350 -5.46609 -2.06278 -0.004 0.118 0.176
C -2.26833 -6.39042 -2.61883 0.025 -0.121 -0.145
C -3.55166 -6.54192 -2.11514 -0.053 -0.045 -0.030
C -3.96768 -5.77229 -1.04208 -0.118 -0.119 -0.040
C -3.10133 -4.85996 -0.47100 0.043 -0.030 0.104
H 3.51279 -3.47252 0.44342 0.007 -0.006 0.065
H 4.57621 -5.70171 0.22156 0.054 -0.022 0.077
H 4.10112 -7.10258 -1.74942 0.025 -0.072 0.024
H 2.58592 -6.27275 -3.51897 0.016 -0.069 -0.049
H 1.51886 -4.04935 -3.27298 -0.065 -0.069 -0.040
H 4.19654 -2.28366 -2.35203 0.072 -0.044 -0.019
H 5.44120 -1.24248 -4.19396 0.103 -0.060 -0.013
H 4.33101 0.40517 -5.66128 0.045 0.056 -0.047
H 2.01260 1.10300 -5.17350 -0.036 0.061 -0.044
H 0.79297 0.11566 -3.28514 -0.130 0.030 -0.018
H 0.88461 -2.74371 1.96190 -0.024 -0.169 0.068
H 2.26817 -4.00989 3.54014 0.048 0.011 0.098
H 2.50835 -6.46208 3.27746 0.045 -0.080 0.027
H 1.38836 -7.59957 1.39123 0.068 -0.080 -0.048
H 0.11323 -6.31192 -0.25611 -0.033 -0.053 0.011
H -0.40751 -5.33066 -2.46345 0.009 0.055 -0.063
H -1.94607 -6.98654 -3.46070 0.025 -0.064 -0.059
H -4.22703 -7.25839 -2.56048 -0.042 -0.042 -0.057
H -4.97214 -5.87209 -0.65659 -0.073 -0.051 0.037
H -3.41195 -4.24521 0.36189 -0.040 0.055 0.020
```
Positions in Å, forces in eV/Å.

The multiplicity is 2. The value obtained for the LUMO energy (alpha / beta) is 0.0029 / -0.0010 Eh. Its HOMO energy (alpha / beta) is -0.2099 / -0.1910 Eh. As for the gap between HOMO and LUMO (alpha / beta): 5.792 / 5.168 eV.


Record 2
This record from the OMol25 dataset describes 8 unconnected molecules or ions with the total composition C44H41BN11O17 in a non-equilibrium geometry. The level of theory is ωB97M-V with the def2-TZVPD basis set.

The geometry in XYZ format:
```
114
Properties=species:S:1:pos:R:3:forces:R:3
N 6.70629 0.92247 -0.24294 0.121 -0.085 -0.044
C 7.65140 1.63332 -0.85978 -0.010 0.237 0.110
N 8.64172 2.31442 -0.27559 0.311 -0.178 0.092
C 9.36637 2.82092 -1.26108 0.118 -0.072 0.197
N 8.85181 2.50436 -2.43888 -0.531 0.165 -0.240
O 9.19641 2.74674 -3.71758 0.489 -0.259 0.145
B 9.82468 4.02396 -3.98221 0.033 0.321 -0.421
O 9.18318 5.14943 -3.59864 -0.063 -0.579 0.840
O 10.99002 3.99019 -4.67011 0.016 0.246 0.682
N 7.76691 1.73751 -2.20056 -0.595 0.176 0.064
H 5.72129 0.95258 -0.48902 0.112 -0.423 -0.236
H 6.99560 0.35068 0.53278 -0.163 0.289 0.278
H 10.25689 3.41442 -1.12910 0.002 0.038 -0.139
H 9.75166 5.74255 -3.09218 -0.079 0.468 -0.555
H 11.68452 3.49025 -4.22469 0.049 -0.356 -0.558
H 7.18890 1.32561 -2.92333 0.150 0.095 -0.241
C -0.42099 2.28220 -0.53834 0.025 -0.012 0.001
C 0.66053 2.54735 -1.36979 -0.049 -0.017 0.054
C 1.82535 1.80883 -1.25299 0.021 0.091 -0.104
C 1.87998 0.80833 -0.29799 -0.069 0.021 -0.071
C 0.81685 0.53196 0.54221 -0.150 -0.133 0.199
C -0.34152 1.27897 0.41892 -0.012 0.071 -0.072
N 3.09611 0.00426 -0.17573 0.062 -0.072 0.002
O 4.04518 0.27246 -0.91254 -0.114 0.186 -0.011
O 3.12247 -0.89002 0.63348 0.007 0.008 0.045
H -1.33037 2.85882 -0.63818 -0.009 0.008 0.000
H 0.59420 3.32876 -2.11345 0.003 0.009 -0.010
H 2.66947 2.00411 -1.89584 0.034 -0.070 0.005
H 0.88122 -0.24985 1.28478 0.100 -0.033 -0.031
H -1.18183 1.07323 1.06717 -0.007 -0.025 0.003
C 0.93933 -5.90636 0.88702 -0.014 0.024 0.003
C 0.94717 -5.20245 2.08423 0.003 -0.031 -0.071
C 0.11196 -4.11100 2.25390 0.077 -0.008 0.128
C -0.72091 -3.74938 1.21125 0.011 -0.040 0.000
C -0.74267 -4.43130 0.00874 -0.026 -0.051 -0.143
C 0.09905 -5.51950 -0.14893 0.049 -0.015 0.058
N -1.62476 -2.60410 1.38996 0.103 0.005 -0.005
O -1.58185 -2.00245 2.44987 0.214 0.010 -0.063
O -2.37041 -2.31681 0.47626 -0.008 0.025 -0.020
H 1.58941 -6.76160 0.76146 0.009 -0.007 -0.003
H 1.60190 -5.50569 2.88898 0.004 0.000 0.014
H 0.10635 -3.55532 3.17918 -0.066 0.043 -0.014
H -1.40376 -4.12127 -0.78620 -0.043 0.054 0.042
H 0.09580 -6.06824 -1.08010 -0.007 -0.004 -0.012
C -4.68087 -1.72518 2.96738 -0.173 -0.037 0.028
C -5.84468 -1.58546 2.22198 0.055 0.010 0.048
C -7.02663 -1.21560 2.84098 -0.033 0.004 -0.148
C -7.01501 -0.99037 4.20593 0.031 -0.008 -0.024
C -5.87240 -1.13200 4.97108 0.107 0.017 0.107
C -4.69708 -1.50325 4.33843 -0.013 -0.007 -0.072
N -8.26298 -0.56564 4.85709 0.111 -0.073 -0.121
O -9.24850 -0.44738 4.15586 -0.127 -0.142 0.027
O -8.24078 -0.33308 6.04906 0.113 -0.043 0.090
H -3.76152 -2.00271 2.47875 -0.081 0.067 0.033
H -5.82914 -1.75843 1.15479 -0.003 -0.002 -0.012
H -7.93822 -1.10088 2.27382 -0.050 0.018 0.061
H -5.89902 -0.95059 6.03490 -0.080 0.023 0.008
H -3.78926 -1.61453 4.91528 0.009 -0.002 0.008
C 8.52224 -1.49041 -2.61329 -0.031 -0.024 -0.059
C 9.47076 -1.62024 -3.62008 -0.068 0.010 0.062
C 9.85347 -2.88146 -4.04822 0.037 0.108 -0.114
C 9.26241 -3.98468 -3.46187 -0.009 0.063 0.002
C 8.32341 -3.87361 -2.45609 -0.140 -0.071 0.147
C 7.95579 -2.61016 -2.02597 -0.012 0.040 -0.049
N 9.63456 -5.33029 -3.94639 0.007 0.022 0.019
O 10.47012 -5.39371 -4.82326 0.010 -0.014 -0.028
O 9.07600 -6.27849 -3.43993 -0.002 -0.029 0.007
H 8.19550 -0.51224 -2.29191 0.129 -0.162 0.029
H 9.90904 -0.74397 -4.08056 0.013 -0.003 -0.012
H 10.58581 -3.00558 -4.83143 -0.001 -0.088 -0.004
H 7.87117 -4.75252 -2.02277 0.070 -0.086 -0.069
H 7.20850 -2.49999 -1.25244 -0.024 -0.025 -0.004
C -12.17929 1.70460 6.50008 0.021 0.075 -0.001
C -10.79715 1.59707 6.40506 -0.200 0.052 0.037
C -9.99698 2.68126 6.72651 0.128 -0.139 -0.022
C -10.59874 3.85527 7.13853 -0.009 -0.023 0.000
C -11.97121 3.98557 7.23519 -0.154 0.044 0.011
C -12.76425 2.89591 6.91099 0.043 -0.061 -0.037
N -9.74646 5.00525 7.49380 0.004 0.002 -0.024
O -8.54487 4.87200 7.37738 0.022 0.002 -0.008
O -10.29598 6.01597 7.87993 -0.012 0.025 0.004
H -12.80234 0.85565 6.25213 -0.005 -0.007 -0.009
H -10.34026 0.67571 6.08342 -0.018 -0.012 0.014
H -8.92131 2.61217 6.65748 0.019 0.059 0.053
H -12.41091 4.91706 7.55760 0.070 0.039 0.023
H -13.84001 2.97806 6.98182 -0.011 0.008 0.006
C -10.01111 3.39897 3.16189 -0.014 0.022 -0.045
C -10.41101 4.22730 2.12084 0.031 -0.061 0.039
C -9.83589 4.09950 0.86626 -0.105 0.113 -0.002
C -8.86576 3.13310 0.68033 -0.031 -0.012 0.011
C -8.44957 2.30143 1.70170 0.091 -0.136 0.111
C -9.02949 2.43945 2.95106 -0.038 0.201 -0.024
N -8.25695 2.97652 -0.65234 0.015 0.010 0.016
O -8.61839 3.73023 -1.53147 -0.005 0.018 -0.022
O -7.42568 2.10016 -0.79324 0.023 -0.011 -0.007
H -10.46708 3.49825 4.13871 0.008 -0.001 -0.012
H -11.17484 4.97451 2.28518 -0.006 0.014 -0.004
H -10.13671 4.73746 0.04929 0.041 -0.036 -0.059
H -7.68523 1.55970 1.52452 0.014 0.016 -0.075
H -8.71342 1.79906 3.75799 -0.031 0.027 0.047
C 7.30610 -1.89979 -9.04172 -0.006 0.002 0.024
C 7.18522 -3.09781 -8.35011 0.013 0.068 -0.030
C 6.69879 -3.10581 -7.05328 0.040 -0.139 -0.027
C 6.33995 -1.90257 -6.47423 -0.021 0.006 -0.040
C 6.45625 -0.69740 -7.14187 0.010 0.132 -0.043
C 6.94512 -0.70215 -8.43766 0.030 -0.060 -0.019
N 5.80912 -1.91243 -5.10167 0.164 -0.042 0.005
O 5.73810 -2.98094 -4.53671 -0.073 0.068 0.093
O 5.48487 -0.84497 -4.60487 0.088 0.055 0.060
H 7.68078 -1.89950 -10.05620 0.008 0.001 -0.009
H 7.46691 -4.02868 -8.82147 0.005 -0.015 0.003
H 6.59934 -4.03030 -6.50488 -0.042 0.026 0.057
H 6.16661 0.22531 -6.66294 -0.056 -0.032 0.053
H 7.04011 0.22896 -8.97857 -0.007 0.012 -0.006
```
Positions in Å, forces in eV/Å.

As for the net charge: +1. The value obtained for the LUMO energy is -0.1154 Eh. Its HOMO energy is -0.3957 Eh. As for the gap between HOMO and LUMO: 7.627 eV.


Energy above the lowest of the compared OMol25 structures with the same formula, charge and spin (computed, kcal per mole): 25.2 0.0